Formula: C60H172BN14O31
Source: the OMol25 dataset
Level of theory: wB97M-V/def2-TZVPD

Values from the calculation:
Multiplicity ... 1
Frontier orbital gap ... 0.32745 hartree
DFT total energy ... -150015.003 eV
Charge ... -1

Each atom is followed by the atoms it is bonded to, with distances in Å.
Element x y z (Å)
1 O 3.40 -0.15 0.57  C2 1.270
2 C 2.15 0.04 0.41  O1 1.270, O3 1.338, C6 1.599
3 O 1.13 -0.82 0.34  C2 1.338, B4 1.470
4 B -0.13 -0.06 0.27  O3 1.470, O5 1.495, O8 1.499, O12 1.456
5 O 0.20 1.40 0.21  B4 1.495, C6 1.320
6 C 1.52 1.48 0.16  C2 1.599, O5 1.320, O7 1.225
7 O 2.22 2.47 -0.02  C6 1.225
8 O -1.10 -0.32 1.37  B4 1.499, C9 1.348
9 C -2.35 -0.43 0.86  O8 1.348, O10 1.236, C11 1.610
10 O -3.43 -0.58 1.44  C9 1.236
11 C -2.13 -0.39 -0.73  C9 1.610, O12 1.295, O13 1.247
12 O -0.86 -0.42 -0.94  B4 1.456, C11 1.295
13 O -2.95 -0.46 -1.67  C11 1.247
14 C -6.62 -4.73 -5.49  C15 1.539, H20 1.090, H21 1.090, H22 1.090
15 C -8.06 -4.31 -5.14  C14 1.539, C16 1.583, N19 1.425, H23 1.090
16 C -7.97 -2.80 -4.67  C15 1.583, O17 1.460, H24 1.090, H25 1.090
17 O -7.02 -2.65 -3.57  C16 1.460, C18 1.436
18 C -7.42 -3.24 -2.33  O17 1.436, H26 1.090, H27 1.090, H28 1.090
19 N -8.87 -4.51 -6.30  C15 1.425, H29 1.010, H30 1.010
20 H -6.07 -4.81 -4.55  C14 1.090
21 H -6.02 -4.13 -6.17  C14 1.090
22 H -6.54 -5.77 -5.80  C14 1.090
23 H -8.31 -5.01 -4.34  C15 1.090
24 H -8.99 -2.53 -4.39  C16 1.090
25 H -7.72 -2.16 -5.52  C16 1.090
26 H -8.47 -3.13 -2.08  C18 1.090
27 H -6.83 -3.06 -1.43  C18 1.090
28 H -7.08 -4.26 -2.53  C18 1.090
29 H -9.84 -4.58 -6.03  N19 1.010
30 H -8.65 -5.44 -6.62  N19 1.010
31 C -0.01 -2.94 -8.31  C32 1.557, H37 1.090, H38 1.090, H39 1.090
32 C -1.14 -2.13 -7.61  C31 1.557, C33 1.568, N36 1.456, H40 1.090
33 C -0.88 -1.93 -6.08  C32 1.568, O34 1.397, H41 1.090, H42 1.090
34 O -0.93 -3.18 -5.46  C33 1.397, C35 1.392
35 C -0.57 -3.33 -4.13  O34 1.392, H43 1.090, H44 1.090, H45 1.090
36 N -1.33 -0.90 -8.37  C32 1.456, H46 1.010, H47 1.010
37 H 0.10 -2.72 -9.38  C31 1.090
38 H 0.06 -4.02 -8.23  C31 1.090
39 H 0.95 -2.57 -7.95  C31 1.090
40 H -2.05 -2.72 -7.71  C32 1.090
41 H -1.52 -1.15 -5.66  C33 1.090
42 H 0.07 -1.44 -5.85  C33 1.090
43 H -1.18 -2.72 -3.47  C35 1.090
44 H 0.51 -3.16 -4.11  C35 1.090
45 H -0.83 -4.31 -3.73  C35 1.090
46 H -0.44 -0.42 -8.30  N36 1.010
47 H -1.97 -0.37 -7.79  N36 1.010
48 C -1.81 -5.19 7.05  C49 1.577, H54 1.090, H55 1.090, H56 1.090
49 C -3.02 -5.02 6.05  C48 1.577, C50 1.579, N53 1.447, H57 1.090
50 C -2.71 -4.48 4.60  C49 1.579, O51 1.381, H58 1.090, H59 1.090
51 O -3.75 -4.02 3.82  C50 1.381, C52 1.419
52 C -3.43 -3.55 2.52  O51 1.419, H60 1.090, H61 1.090, H62 1.090
53 N -3.78 -6.24 5.86  C49 1.447, H63 1.010, H64 1.010
54 H -1.48 -4.17 7.26  C48 1.090
55 H -1.01 -5.79 6.62  C48 1.090
56 H -2.25 -5.63 7.94  C48 1.090
57 H -3.70 -4.26 6.41  C49 1.090
58 H -2.05 -5.12 4.01  C50 1.090
59 H -2.13 -3.57 4.73  C50 1.090
60 H -4.36 -3.11 2.15  C52 1.090
61 H -2.95 -4.37 1.99  C52 1.090
62 H -2.69 -2.75 2.47  C52 1.090
63 H -3.29 -6.98 5.39  N53 1.010
64 H -4.49 -6.02 5.17  N53 1.010
65 C 0.16 5.96 3.39  C66 1.517, H71 1.090, H72 1.090, H73 1.090
66 C 0.31 4.49 3.05  C65 1.517, C67 1.576, N70 1.455, H74 1.090
67 C -1.02 3.76 2.62  C66 1.576, O68 1.468, H75 1.090, H76 1.090
68 O -1.54 4.33 1.37  C67 1.468, C69 1.404
69 C -2.61 3.62 0.79  O68 1.404, H77 1.090, H78 1.090, H79 1.090
70 N 1.29 4.34 1.99  C66 1.455, H80 1.010, H81 1.010
71 H -0.31 6.54 2.60  C65 1.090
72 H 1.12 6.38 3.67  C65 1.090
73 H -0.57 6.05 4.20  C65 1.090
74 H 0.64 3.97 3.96  C66 1.090
75 H -1.65 3.75 3.50  C67 1.090
76 H -0.98 2.69 2.45  C67 1.090
77 H -3.44 3.47 1.49  C69 1.090
78 H -2.32 2.63 0.45  C69 1.090
79 H -2.97 4.14 -0.09  C69 1.090
80 H 0.87 4.79 1.19  N70 1.010
81 H 1.27 3.35 1.85  N70 1.010
82 C -7.11 0.84 8.65  C83 1.543, H88 1.090, H89 1.090, H90 1.090
83 C -5.62 0.46 8.81  C82 1.543, C84 1.571, N87 1.421, H91 1.090
84 C -5.12 -0.06 7.42  C83 1.571, O85 1.430, H92 1.090, H93 1.090
85 O -6.02 -1.10 7.00  C84 1.430, C86 1.423
86 C -5.98 -1.39 5.61  O85 1.423, H94 1.090, H95 1.090, H96 1.090
87 N -4.94 1.59 9.34  C83 1.421, H97 1.010, H98 1.010
88 H -7.06 1.69 7.97  C82 1.090
89 H -7.62 1.07 9.59  C82 1.090
90 H -7.75 0.08 8.21  C82 1.090
91 H -5.64 -0.36 9.54  C83 1.090
92 H -4.09 -0.40 7.49  C84 1.090
93 H -5.25 0.73 6.67  C84 1.090
94 H -6.26 -0.59 4.93  C86 1.090
95 H -6.77 -2.12 5.43  C86 1.090
96 H -5.02 -1.88 5.46  C86 1.090
97 H -4.88 2.42 8.77  N87 1.010
98 H -5.32 1.85 10.24  N87 1.010
99 C 5.27 -2.74 0.33  C100 1.521, H105 1.090, H106 1.090, H107 1.090
100 C 5.80 -3.89 -0.52  C99 1.521, C101 1.561, N104 1.458, H108 1.090
101 C 4.93 -4.08 -1.80  C100 1.561, O102 1.434, H109 1.090, H110 1.090
102 O 3.71 -4.79 -1.52  C101 1.434, C103 1.396
103 C 2.62 -4.33 -2.26  O102 1.396, H111 1.090, H112 1.090, H113 1.090
104 N 7.18 -3.65 -0.93  C100 1.458, H114 1.010, H115 1.010
105 H 6.05 -2.64 1.07  C99 1.090
106 H 4.34 -2.96 0.85  C99 1.090
107 H 5.13 -1.87 -0.31  C99 1.090
108 H 5.71 -4.76 0.14  C100 1.090
109 H 5.49 -4.68 -2.51  C101 1.090
110 H 4.74 -3.10 -2.23  C101 1.090
111 H 2.15 -3.47 -1.79  C103 1.090
112 H 1.88 -5.13 -2.36  C103 1.090
113 H 2.81 -3.87 -3.22  C103 1.090
114 H 7.27 -2.69 -1.24  N104 1.010
115 H 7.42 -4.27 -1.68  N104 1.010
116 C -4.91 0.20 -5.49  C117 1.615, H122 1.090, H123 1.090, H124 1.090
117 C -4.70 1.17 -6.77  C116 1.615, C118 1.549, N121 1.459, H125 1.090
118 C -5.03 2.68 -6.72  C117 1.549, O119 1.417, H126 1.090, H127 1.090
119 O -4.32 3.37 -5.70  C118 1.417, C120 1.389
120 C -4.58 4.74 -5.61  O119 1.389, H128 1.090, H129 1.090, H130 1.090
121 N -3.29 0.98 -7.11  C117 1.459, H131 1.010, H132 1.010
122 H -5.91 -0.22 -5.40  C116 1.090
123 H -4.94 0.77 -4.56  C116 1.090
124 H -4.14 -0.57 -5.37  C116 1.090
125 H -5.34 0.86 -7.60  C117 1.090
126 H -6.08 2.79 -6.47  C118 1.090
127 H -4.64 3.10 -7.64  C118 1.090
128 H -5.03 5.37 -6.37  C120 1.090
129 H -3.57 5.13 -5.51  C120 1.090
130 H -5.11 4.96 -4.69  C120 1.090
131 H -3.01 1.29 -8.03  N121 1.010
132 H -2.68 1.45 -6.46  N121 1.010
133 C 1.44 -3.45 3.94  C134 1.581, H139 1.090, H140 1.090, H141 1.090
134 C 2.36 -4.25 2.93  C133 1.581, C135 1.566, N138 1.500, H142 1.090
135 C 3.79 -4.51 3.53  C134 1.566, O136 1.445, H143 1.090, H144 1.090
136 O 4.63 -3.34 3.65  C135 1.445, C137 1.403
137 C 6.00 -3.40 3.92  O136 1.403, H145 1.090, H146 1.090, H147 1.090
138 N 1.72 -5.54 2.52  C134 1.500, H148 1.010, H149 1.010
139 H 0.43 -3.57 3.54  C133 1.090
140 H 1.62 -2.39 4.07  C133 1.090
141 H 1.47 -4.01 4.87  C133 1.090
142 H 2.59 -3.60 2.08  C134 1.090
143 H 4.32 -5.30 3.01  C135 1.090
144 H 3.77 -4.97 4.52  C135 1.090
145 H 6.59 -3.80 3.10  C137 1.090
146 H 6.24 -4.02 4.79  C137 1.090
147 H 6.39 -2.39 4.05  C137 1.090
148 H 0.80 -5.41 2.14  N138 1.010
149 H 2.21 -6.06 1.81  N138 1.010
150 C 1.41 -0.96 6.49  C151 1.593, H156 1.090, H157 1.090, H158 1.090
151 C 0.50 0.17 5.83  C150 1.593, C152 1.581, N155 1.516, H159 1.090
152 C -0.98 0.09 6.39  C151 1.581, O153 1.455, H160 1.090, H161 1.090
153 O -1.81 1.22 5.97  C152 1.455, C154 1.455
154 C -2.30 1.11 4.61  O153 1.455, H162 1.090, H163 1.090, H164 1.090
155 N 1.02 1.51 6.33  C151 1.516, H165 1.010, H166 1.010
156 H 2.38 -1.08 6.01  C150 1.090
157 H 0.82 -1.88 6.41  C150 1.090
158 H 1.66 -0.69 7.51  C150 1.090
159 H 0.53 0.04 4.75  C151 1.090
160 H -0.94 0.22 7.47  C152 1.090
161 H -1.39 -0.86 6.05  C152 1.090
162 H -2.91 1.99 4.38  C154 1.090
163 H -2.95 0.27 4.38  C154 1.090
164 H -1.43 1.11 3.94  C154 1.090
165 H 1.03 1.26 7.31  N155 1.010
166 H 0.35 2.26 6.24  N155 1.010
167 C -0.06 1.27 -3.97  C168 1.556, H173 1.090, H174 1.090, H175 1.090
168 C -1.46 1.93 -3.84  C167 1.556, C169 1.537, N172 1.415, H176 1.090
169 C -1.40 2.94 -2.69  C168 1.537, O170 1.431, H177 1.090, H178 1.090
170 O -0.72 4.15 -3.05  C169 1.431, C171 1.437
171 C -0.83 5.22 -2.10  O170 1.437, H179 1.090, H180 1.090, H181 1.090
172 N -1.62 2.65 -5.05  C168 1.415, H182 1.010, H183 1.010
173 H 0.23 0.73 -4.87  C167 1.090
174 H 0.13 0.62 -3.12  C167 1.090
175 H 0.67 2.07 -3.83  C167 1.090
176 H -2.30 1.26 -3.63  C168 1.090
177 H -0.94 2.51 -1.80  C169 1.090
178 H -2.44 3.14 -2.43  C169 1.090
179 H -1.87 5.43 -1.84  C171 1.090
180 H -0.45 6.16 -2.51  C171 1.090
181 H -0.39 4.91 -1.15  C171 1.090
182 H -2.59 2.92 -4.99  N172 1.010
183 H -1.13 3.52 -4.87  N172 1.010
184 C 4.73 1.28 -3.07  C185 1.583, H190 1.090, H191 1.090, H192 1.090
185 C 4.62 0.62 -4.50  C184 1.583, C186 1.582, N189 1.488, H193 1.090
186 C 3.62 -0.60 -4.52  C185 1.582, O187 1.448, H194 1.090, H195 1.090
187 O 3.63 -1.31 -5.78  C186 1.448, C188 1.366
188 C 4.71 -2.05 -6.18  O187 1.366, H196 1.090, H197 1.090, H198 1.090
189 N 4.12 1.72 -5.37  C185 1.488, H199 1.010, H200 1.010
190 H 4.09 2.14 -2.90  C184 1.090
191 H 5.73 1.64 -2.83  C184 1.090
192 H 4.48 0.67 -2.20  C184 1.090
193 H 5.62 0.31 -4.83  C185 1.090
194 H 2.64 -0.25 -4.19  C186 1.090
195 H 4.08 -1.22 -3.74  C186 1.090
196 H 4.32 -2.50 -7.09  C188 1.090
197 H 4.92 -2.77 -5.39  C188 1.090
198 H 5.63 -1.54 -6.45  C188 1.090
199 H 4.48 1.64 -6.31  N189 1.010
200 H 4.46 2.61 -5.03  N189 1.010
201 C 8.03 -0.16 3.02  C202 1.554, H207 1.090, H208 1.090, H209 1.090
202 C 8.52 -0.03 4.49  C201 1.554, C203 1.536, N206 1.436, H210 1.090
203 C 9.87 -0.64 4.91  C202 1.536, O204 1.406, H211 1.090, H212 1.090
204 O 9.78 -0.76 6.31  C203 1.406, C205 1.439
205 C 10.89 -1.52 6.82  O204 1.439, H213 1.090, H214 1.090, H215 1.090
206 N 8.36 1.38 4.71  C202 1.436, H216 1.010, H217 1.010
207 H 7.13 0.41 2.83  C201 1.090
208 H 7.94 -1.21 2.72  C201 1.090
209 H 8.85 0.09 2.34  C201 1.090
210 H 7.74 -0.52 5.08  C202 1.090
211 H 10.70 -0.07 4.49  C203 1.090
212 H 9.84 -1.66 4.51  C203 1.090
213 H 10.98 -2.49 6.33  C205 1.090
214 H 10.81 -1.72 7.89  C205 1.090
215 H 11.81 -0.95 6.70  C205 1.090
216 H 8.75 1.65 5.60  N206 1.010
217 H 9.08 1.67 4.06  N206 1.010
218 C -6.63 1.28 -1.87  C219 1.532, H224 1.090, H225 1.090, H226 1.090
219 C -6.95 2.78 -1.89  C218 1.532, C220 1.593, N223 1.453, H227 1.090
220 C -6.09 3.72 -0.93  C219 1.593, O221 1.455, H228 1.090, H229 1.090
221 O -6.37 5.12 -1.18  C220 1.455, C222 1.415
222 C -5.49 6.02 -0.53  O221 1.415, H230 1.090, H231 1.090, H232 1.090
223 N -6.89 3.07 -3.31  C219 1.453, H233 1.010, H234 1.010
224 H -7.16 0.64 -1.17  C218 1.090
225 H -5.58 1.02 -1.76  C218 1.090
226 H -6.94 0.75 -2.78  C218 1.090
227 H -7.97 2.75 -1.51  C219 1.090
228 H -5.05 3.54 -1.19  C220 1.090
229 H -6.29 3.37 0.09  C220 1.090
230 H -4.53 6.05 -1.02  C222 1.090
231 H -5.41 5.73 0.52  C222 1.090
232 H -5.98 6.99 -0.49  C222 1.090
233 H -5.94 3.16 -3.64  N223 1.010
234 H -7.26 4.01 -3.23  N223 1.010
235 C 2.57 5.19 -2.82  C236 1.489, H241 1.090, H242 1.090, H243 1.090
236 C 3.66 6.19 -2.66  C235 1.489, C237 1.617, N240 1.483, H244 1.090
237 C 5.16 5.58 -2.60  C236 1.617, O238 1.390, H245 1.090, H246 1.090
238 O 5.43 4.96 -3.81  C237 1.390, C239 1.442
239 C 6.79 4.57 -4.09  O238 1.442, H247 1.090, H248 1.090, H249 1.090
240 N 3.43 7.05 -3.84  C236 1.483, H250 1.010, H251 1.010
241 H 2.96 4.40 -3.46  C235 1.090
242 H 1.62 5.52 -3.25  C235 1.090
243 H 2.33 4.73 -1.86  C235 1.090
244 H 3.42 6.74 -1.75  C236 1.090
245 H 5.20 4.91 -1.74  C237 1.090
246 H 5.94 6.33 -2.48  C237 1.090
247 H 7.38 5.34 -4.59  C239 1.090
248 H 6.69 3.73 -4.78  C239 1.090
249 H 7.31 4.41 -3.14  C239 1.090
250 H 3.54 6.53 -4.70  N240 1.010
251 H 4.11 7.77 -4.04  N240 1.010
252 O -0.77 -5.11 1.09  H253 0.957, H254 0.957
253 H -1.09 -5.95 1.43  O252 0.957
254 H -1.54 -4.73 0.67  O252 0.957
255 O 7.62 0.05 -1.06  H256 0.957, H257 0.957
256 H 7.91 0.81 -0.55  O255 0.957
257 H 6.67 0.14 -1.10  O255 0.957
258 O -3.25 -4.92 -1.07  H259 0.957, H260 0.957
259 H -3.75 -4.13 -1.28  O258 0.957
260 H -3.32 -5.47 -1.86  O258 0.957
261 O 3.24 1.86 4.68  H262 0.957, H263 0.957
262 H 3.53 1.02 4.34  O261 0.957
263 H 2.48 1.65 5.23  O261 0.957
264 O -4.36 -2.63 -2.54  H265 0.957, H266 0.957
265 H -4.02 -1.82 -2.14  O264 0.957
266 H -5.13 -2.35 -3.04  O264 0.957
267 O 3.60 4.64 3.67  H268 0.957, H269 0.957
268 H 2.77 4.57 3.20  O267 0.957
269 H 3.90 5.53 3.49  O267 0.957
270 O 5.68 2.57 3.42  H271 0.957, H272 0.957
271 H 6.35 1.89 3.40  O270 0.957
272 H 5.68 2.92 2.52  O270 0.957
273 O 5.01 3.23 0.75  H274 0.957, H275 0.957
274 H 4.08 3.04 0.86  O273 0.957
275 H 5.03 4.11 0.36  O273 0.957
276 O 4.53 -0.49 3.68  H277 0.957, H278 0.957
277 H 4.39 -0.58 2.74  O276 0.957
278 H 4.51 -1.39 4.02  O276 0.957

Mulliken population analysis, charges in e, atoms 1 to 2: -0.492 0.129